[1]
34
Properties=species:S:1:pos:R:3:forces:R:3 method="wB97M-V/def2-TZVPD" charge=0 orbital_gap_ev=9.056 smiles="O=C(COc1ccccc1[N+](=O)[O-])O[C@H]1CCS(=O)(=O)C1" multiplicity=1
O -0.542036 1.648026 0.600978 0.3 0.0 0.1
H 2.707370 1.460730 -1.819831 0.0 0.0 -0.1
C -4.728572 0.168316 -0.671948 0.0 0.0 0.0
C 2.216033 1.062296 -0.931724 -0.5 -0.2 -0.1
H -3.982880 2.184797 -0.733163 0.0 0.0 0.0
H 0.310782 -1.600940 2.101908 -0.1 -0.1 -0.1
O -2.133598 3.082361 0.519046 -0.1 0.3 0.1
C 0.214794 -1.154187 -0.015162 -0.6 -0.2 0.1
C -4.478221 -1.121374 -0.225149 0.1 0.0 0.0
O -0.411782 -0.961618 -1.023561 0.2 0.0 0.0
C -0.431708 -1.583463 1.304478 0.3 0.0 -0.3
O 4.480871 -0.288962 1.680501 -0.4 -0.2 0.2
O 5.531011 0.924853 -0.171713 0.0 0.3 -0.4
C 2.255302 -0.471876 -0.992031 -0.3 0.1 -0.9
H -3.181309 -2.404890 0.886950 0.0 -0.1 0.1
O 1.522242 -1.006047 0.120063 0.6 0.0 0.3
H 3.786402 -1.897319 -0.401534 0.1 -0.1 0.1
C -2.674994 0.888698 0.335670 -0.7 -1.0 -0.1
O -1.377595 -0.600375 1.665501 -0.4 -0.1 0.1
N -1.716466 1.945229 0.515505 0.3 0.4 0.0
C -2.430442 -0.402815 0.821319 -0.2 0.4 -0.1
H -5.175982 -1.913433 -0.450542 -0.1 -0.1 0.0
C 2.950154 1.478299 0.323238 0.4 -0.5 0.0
C -3.827954 1.173612 -0.388049 0.2 0.1 0.1
C 3.692153 -0.904192 -0.825999 -0.1 0.5 0.7
H -5.616546 0.383395 -1.244558 -0.1 0.0 -0.1
H 2.350515 1.325124 1.214511 0.0 0.0 0.1
H 4.263222 -0.807491 -1.742728 0.0 0.1 -0.1
H -0.890181 -2.572938 1.182970 0.1 0.1 0.0
H 1.180962 1.404976 -0.906676 0.1 0.0 -0.1
H 3.338817 2.488937 0.284252 0.1 0.0 0.1
C -3.349581 -1.404188 0.520144 0.2 0.1 0.1
H 1.794214 -0.838407 -1.918105 0.2 0.1 0.2
S 4.355015 0.314862 0.385424 0.3 -0.1 0.0

[2]
18
Properties=species:S:1:pos:R:3:forces:R:3 method="wB97M-V/def2-TZVPD" charge=0 orbital_gap_ev=9.420 smiles="C/C=C/C.O.O" multiplicity=1
H -2.095486 1.303774 -2.738360 0.5 0.2 0.2
H -0.508179 -1.947676 -1.174030 -0.3 0.4 -0.6
O -1.693227 0.527192 -2.322094 -1.1 0.1 -0.5
H 1.311682 1.995533 1.403967 0.2 0.0 0.0
H 0.817039 -1.192311 -2.220230 -0.4 -0.5 0.0
H 1.089366 -2.217432 -0.778650 0.4 0.3 -0.1
H 0.176094 2.481808 0.191366 -0.2 0.1 -0.2
H -2.425887 -0.091013 -2.472725 0.4 -0.3 0.3
H -0.514703 0.114602 0.002547 0.1 -0.1 0.1
H 2.407217 0.580811 -0.714573 -0.2 0.0 -0.3
C 0.453210 -0.172163 -0.404617 -0.5 0.4 -0.6
C 1.181257 2.096685 0.321508 0.2 -0.4 0.3
C 1.388883 0.769563 -0.372367 0.2 -0.2 0.7
H -2.084163 -1.728273 4.088677 0.0 0.0 -0.1
C 0.453103 -1.441962 -1.221869 0.7 -0.2 1.0
H -0.566433 -1.841409 3.926493 0.0 0.0 -0.1
H 1.902595 2.827875 -0.029071 0.0 0.2 0.0
O -1.292375 -2.065600 4.514035 0.0 -0.1 0.1

[3]
13
Properties=species:S:1:pos:R:3:forces:R:3 method="wB97M-V/def2-TZVPD" charge=0 orbital_gap_ev=10.911 smiles=C#CC(C)C multiplicity=1
H 0.272777 -2.131093 -0.311769 0.6 0.6 0.9
H 1.764668 -1.220183 -0.174511 3.2 -0.3 -1.4
H 0.524745 1.416279 1.164779 0.0 -0.3 -0.1
H -3.475290 0.064659 0.286316 -1.5 0.0 0.4
C 0.804525 -1.253462 0.142200 -2.1 -0.5 1.0
C 0.155566 0.011780 -0.363017 -2.6 -4.4 -2.5
C -2.462031 -0.068660 0.152548 3.5 -0.5 -1.8
C -1.322631 -0.184052 -0.297738 -1.9 1.5 2.3
H 1.735318 1.363334 -0.127942 -0.8 0.0 0.0
C 0.644816 1.246323 0.084952 1.3 4.7 1.5
H 0.352802 -0.104562 -1.417425 0.2 0.4 -0.8
H 0.070494 2.104026 -0.360576 0.8 -0.7 0.1
H 0.934239 -1.244387 1.222178 -0.8 -0.5 0.3

[4]
20
Properties=species:S:1:pos:R:3:forces:R:3 method="wB97M-V/def2-TZVPD" charge=+2 orbital_gap_ev=8.699 smiles="C=[NH+]C[NH2+]NCC" multiplicity=1
C 2.101978 1.551193 0.437859 -2.9 -2.0 -1.6
H -0.864409 -3.188083 0.747460 0.4 1.2 1.4
C -0.731785 -2.226378 1.350992 -2.5 0.7 -2.5
N 0.014967 -0.720252 -0.481121 3.0 -0.5 -1.9
C 0.031078 1.807358 -0.722914 -3.1 -0.5 1.0
N -0.316113 0.409119 -1.309072 1.0 1.2 -1.4
H -1.888060 -1.160050 -0.231205 -0.7 0.0 1.0
H 1.799052 0.662809 1.098340 -0.3 1.8 -0.8
H -1.569750 -1.966313 2.019120 0.5 -1.5 0.5
H -0.538411 1.843689 0.214537 0.5 -0.2 0.1
H 3.081159 1.801343 0.420759 3.2 1.0 0.3
H -1.179984 -0.228322 1.184116 0.0 0.9 -0.4
H -0.375405 2.683359 -1.238022 -0.3 -0.8 -0.9
H 0.204834 -2.007575 1.782885 1.1 -0.5 0.8
N 1.392513 2.043311 -0.552051 3.0 0.4 0.6
C -1.026609 -0.992287 0.436822 -1.1 -1.6 0.0
H 0.181436 -1.533288 -1.182754 -0.4 1.6 1.7
H -1.347625 0.393637 -1.472002 0.5 0.2 -0.6
H 0.283025 0.345197 -2.185172 -1.5 -0.2 0.7
H 1.830277 2.725479 -1.281774 -0.5 -1.4 1.9

[5]
108
Properties=species:S:1:pos:R:3:forces:R:3 method="wB97M-V/def2-TZVPD" charge=+1 orbital_gap_ev=8.239 multiplicity=1
C 0.155326 -2.076999 2.321528 0.7 -0.5 0.1
H 2.996342 1.412031 -1.131735 0.1 0.1 -0.1
H 4.006844 0.777699 -2.462682 -0.1 0.0 -0.1
O 4.208868 -1.169709 -0.690159 0.6 2.7 -0.7
H 0.915226 8.187238 -0.267451 0.2 -0.1 0.0
H -4.137659 3.075081 5.564919 -0.1 0.0 -0.1
H 0.034608 4.197944 -4.029283 0.0 0.1 0.0
P 2.148295 2.460415 -3.721883 6.3 1.8 1.6
C 2.309330 -1.090669 1.497418 1.1 -0.9 0.1
C 1.338952 0.259994 4.661703 0.1 0.2 -0.4
O 3.401490 1.896720 -4.559043 0.1 -0.4 0.1
O 1.788550 3.500028 -4.949322 -2.4 -1.9 0.5
H -1.226043 4.877284 2.324531 0.0 -0.1 0.0
O -2.879960 1.701260 1.020113 -2.7 -0.9 1.9
C 2.928660 4.813152 -0.168317 0.0 -0.1 -0.4
H 4.372316 3.232030 -5.813437 0.0 0.0 0.0
H -0.136540 -2.550007 3.247987 -0.3 0.1 0.4
H 1.859926 5.002853 -0.251817 0.0 0.1 0.0
H -0.628959 -1.413278 2.008103 -0.1 0.4 -0.3
C 4.245624 9.503964 1.600302 0.1 0.3 0.0
H 5.404413 2.173275 -4.836341 -0.1 -0.1 0.0
H 4.255856 10.156906 2.470237 -0.1 -0.1 0.1
O 1.981946 1.051008 -2.901618 -2.9 0.3 -2.0
O -2.916779 3.979529 1.474484 0.0 -0.2 -0.2
O -4.353027 -5.897218 -3.164897 -2.5 0.5 1.5
H 1.338297 5.390192 -4.233516 0.1 -0.1 0.1
H -5.906148 -9.917987 -3.229398 0.0 0.1 0.0
O -3.422305 3.380691 3.663615 -1.6 -2.4 -0.9
H 5.011532 -3.328863 1.461526 0.6 -0.3 0.1
H 0.638835 -0.250996 5.300532 -0.1 -0.5 0.2
H 3.422586 5.028612 -1.107533 0.0 0.2 0.0
C 1.034165 0.123184 3.189765 -0.3 0.3 0.8
O 3.128762 8.606307 1.732458 1.8 -1.9 1.3
H 3.078153 3.759751 0.063444 0.1 0.1 0.2
C 0.388915 -3.204915 1.293603 0.0 -0.8 -1.2
H -2.125269 1.236659 -0.801148 -0.2 0.0 0.1
O 3.781109 -3.566426 -1.271695 -0.1 -1.1 -0.3
C -4.099350 -8.039095 -5.007425 0.1 0.2 -0.2
H 0.400791 4.849356 -5.635855 0.0 -0.1 0.0
H -0.532254 -5.995364 0.840103 -0.6 -0.3 0.0
H 4.588081 3.549133 -4.072831 -0.1 0.0 0.0
C -1.819718 1.799362 0.080767 0.5 -0.1 -0.4
H -0.906180 1.354619 0.482870 0.0 0.1 0.1
H 2.868144 -0.275669 -1.624112 -0.4 0.4 -0.6
H 2.861493 -3.118118 1.858134 0.3 -0.2 0.2
O 2.536642 3.410259 -2.633034 -1.2 -0.1 -0.2
H -0.219281 7.044083 0.468460 0.0 0.0 0.0
H -3.572189 -4.828569 1.031190 0.0 0.0 0.0
C -3.337328 2.702136 4.930900 0.0 0.1 0.3
H -5.454874 -9.972360 -1.500812 0.1 0.1 -0.1
H -2.380999 2.930467 5.396883 0.1 0.0 -0.1
O -1.370758 2.367684 2.827512 -0.6 -0.9 0.4
H -3.843600 -7.149008 -5.581197 0.0 0.0 0.0
H -2.540780 -1.285826 1.118773 0.2 0.5 -0.2
H 2.371702 0.002183 4.857088 0.2 -0.2 0.3
H 1.618052 0.844593 2.649750 0.3 0.1 -0.4
H -3.822285 -2.311456 0.441390 -0.1 0.1 -0.7
H -3.680251 -4.070389 -2.507085 -0.1 0.0 -0.1
H 5.189219 8.967945 1.545703 0.0 0.0 0.0
H -2.665547 -5.446857 -2.050804 -0.1 -0.2 0.1
H -2.742631 5.806794 2.440593 0.0 0.0 0.0
O -6.295314 -8.186214 -2.134804 -0.9 3.3 0.4
H -1.911538 5.642803 0.884315 -0.1 0.0 0.0
Cl 2.331412 -5.724577 1.326704 -0.4 0.3 -0.3
H 3.224415 -0.647086 1.867011 0.1 0.4 0.3
C 3.030102 0.732217 -1.986938 -0.1 0.3 0.4
P 0.662800 -4.870010 2.216038 0.3 0.0 2.2
P -2.763309 2.647627 2.351094 4.9 3.8 -1.3
P 3.203784 7.178231 0.916161 -4.2 0.4 -4.6
P -5.021123 -7.321253 -2.666581 3.8 -4.4 -2.5
C -0.853144 -3.284841 0.409365 -0.1 1.1 0.4
H -1.958609 -3.845834 2.168499 0.0 0.3 0.4
H 4.572720 -4.121502 -1.336217 -0.2 -0.3 -0.3
H -3.595854 -2.207495 2.134652 -0.2 0.1 0.3
H -7.158164 -10.012117 -1.980408 -0.1 0.2 0.0
O 3.486211 7.628134 -0.473620 0.8 -0.1 0.6
H 0.329398 8.460188 1.389218 0.0 0.1 0.0
P 4.014421 -2.482096 -0.190827 0.4 -0.8 1.0
H -0.723785 -4.003138 -0.383243 0.0 -0.5 -0.1
C 4.497046 2.773646 -4.833576 0.0 0.2 -0.3
H -4.202699 -5.158840 -1.216525 0.0 0.0 0.1
C 2.618295 -2.486906 0.999278 -0.5 -0.1 -0.1
H 4.116760 10.108297 0.705098 0.0 -0.1 -0.1
O 1.455728 -2.975045 0.387116 -0.2 0.1 -0.3
O 1.649223 6.887658 1.217672 -0.3 -0.2 0.1
C -3.060865 -2.223751 1.192972 0.0 -0.2 1.1
H -0.000922 0.389572 3.021311 -0.3 -0.3 -0.4
N 1.372199 -1.254418 2.645791 -0.4 0.9 -0.4
H -0.894002 -2.317730 -0.079577 0.1 0.2 -0.4
O -2.861874 -4.482704 0.479929 0.1 -0.4 0.1
H -1.635498 2.832184 -0.209865 0.0 0.0 0.1
C 0.626062 7.701041 0.664751 -0.2 0.3 0.3
C -2.168789 -3.452279 1.177891 -0.2 -0.8 -0.9
H 1.896587 -1.738899 3.369127 0.0 -0.1 0.2
O 3.511065 5.572684 0.899897 1.7 1.1 2.6
C -3.691309 -5.105039 -2.165615 0.1 0.2 -0.3
O -0.554578 -5.832873 1.798426 0.7 0.2 -0.9
H -3.443363 1.626246 4.819991 0.0 0.0 0.0
C -6.179602 -9.602532 -2.223368 0.1 -0.7 0.1
C 0.830708 4.540209 -4.685814 -0.1 0.4 -0.1
C -2.154330 5.137205 1.815478 -0.1 0.4 0.2
H 1.926384 -0.463135 0.710259 -0.5 0.2 -0.1
O -3.859862 -7.969290 -1.988369 -0.5 0.7 0.6
O -5.243340 -7.784227 -4.191339 -0.2 -0.2 0.0
H 1.237912 1.307231 4.893580 0.0 0.5 0.1
H -3.243387 -8.350545 -4.408504 -0.1 0.0 0.1
O 5.302065 -2.942542 0.625209 -0.5 -0.6 0.7
H -4.359395 -8.840878 -5.695269 -0.1 0.0 0.0

[6]
84
Properties=species:S:1:pos:R:3:forces:R:3 method="wB97M-V/def2-TZVPD" charge=-1 orbital_gap_ev=5.290 multiplicity=1
C 0.488874 -2.553982 -5.461148 0.0 -0.1 -0.1
H 3.490303 -0.458720 -4.176975 0.0 0.0 0.0
H 2.297308 1.563136 -4.939391 0.0 0.0 0.0
H 1.668304 1.819334 -3.306293 0.0 0.0 0.0
H -0.335213 2.226657 -2.079200 0.0 0.0 0.0
H -2.092676 1.081489 -3.154640 0.0 0.0 0.0
H -2.603323 3.194335 -1.978462 0.0 0.0 0.0
C 2.212333 -1.077621 5.668707 0.1 0.2 -0.1
H 1.243688 3.926172 2.637392 0.0 0.0 0.0
N -0.726866 -2.985801 0.349660 -0.2 -0.3 -0.1
Cl 6.223967 -0.839984 0.628057 0.1 0.0 0.0
C 2.500660 1.409880 -3.877870 0.0 0.0 0.0
C 1.932013 -0.149549 3.430400 0.0 -0.1 -0.3
C 2.659475 -0.081347 -3.568356 0.0 0.0 0.0
H 0.199369 -6.138462 0.596844 0.0 0.0 0.0
H -2.221981 4.500272 1.592263 0.0 0.0 0.0
N -3.048928 -3.139173 3.199072 0.0 0.0 -0.2
Cl 4.339386 2.319971 5.522270 0.0 0.1 0.0
H -3.585021 1.796207 2.010794 0.0 0.0 0.0
H -2.214720 4.124088 -0.548981 0.0 0.0 0.0
C 2.753249 0.870882 3.816205 0.1 0.2 0.0
H -3.517258 0.046742 3.298093 0.0 0.0 0.0
C -2.617246 -1.437883 -2.044464 0.0 0.0 -0.1
H 2.560755 -2.013634 -5.379608 0.0 0.0 0.0
H -3.646325 -1.236987 -1.733203 0.0 0.0 0.0
C 0.273419 4.257309 2.272430 0.0 0.0 -0.1
C -2.384107 -1.028236 -3.498237 0.0 0.0 0.0
C -0.770271 -2.264357 -4.951564 0.0 0.0 0.0
H 1.103187 5.350793 0.641850 0.0 0.0 0.0
H -3.792533 0.624519 -3.382481 0.0 0.0 0.0
C 3.030630 0.000155 6.017486 0.0 0.0 0.1
C 1.569105 -1.833358 -4.971665 0.0 0.0 0.0
H 2.222593 0.127626 -1.496502 0.1 0.1 0.0
Cl 3.166000 2.142313 2.608580 0.0 -0.2 0.2
H -1.637245 -2.789932 -5.345047 0.0 0.0 0.0
Cl 1.875906 -2.308993 6.836941 0.0 -0.1 0.0
C 0.353836 4.567167 0.777933 0.0 0.0 0.0
C -1.391464 -3.444839 1.376581 0.1 -0.1 -0.1
C -3.254113 -0.979436 3.111142 -0.2 0.0 0.0
Cl 3.693805 0.099664 7.613770 0.0 0.0 0.0
H -2.405445 -2.498440 -1.901628 0.0 0.0 0.0
H -4.186948 3.140081 1.068138 0.0 0.0 0.0
H -3.026601 3.944186 3.039085 0.0 0.0 0.0
Cs 0.378293 -0.297490 0.581523 0.0 0.4 0.0
C 0.147893 -0.612485 -3.396208 0.0 -0.1 -0.1
C -3.696559 -2.078770 3.781587 0.1 0.0 0.1
H 3.408149 1.960709 -3.614775 0.0 0.0 0.0
C -1.987223 3.196538 -1.076425 0.0 0.1 0.0
C -3.271173 2.628103 1.378907 -0.1 0.1 0.0
S -0.852115 2.931252 2.762695 0.0 0.0 0.0
C 4.546037 -0.722893 1.181384 -0.1 0.1 0.0
C 1.699516 -1.106090 4.377233 -0.1 -0.2 0.1
H 3.155594 -1.331871 -1.851684 0.0 0.0 0.0
C 0.018782 -4.030338 -0.121015 0.0 -0.2 0.0
H -0.588406 4.985435 0.424438 0.0 0.0 0.0
Cl 0.663293 -2.514377 3.946040 0.1 0.2 0.0
C 1.431861 -0.873766 -3.981209 0.0 0.0 0.1
N -2.384071 -1.332349 2.118021 0.1 -0.1 0.0
N -1.113727 -4.762756 1.593061 0.0 0.1 0.0
H -3.140602 -4.100741 3.469504 0.0 0.0 0.0
H -3.047333 -1.634524 -4.128460 0.0 0.0 0.0
C -0.529834 3.156148 -1.529766 0.0 0.0 0.0
H -0.369574 3.994630 -2.212959 0.0 0.0 0.0
H -1.380861 -5.318476 2.384836 0.0 0.0 0.0
C -2.428639 3.610550 2.186956 0.0 0.0 -0.1
H 0.022491 5.175729 2.809830 0.0 0.0 0.0
C -0.199210 -5.141030 0.637591 0.1 0.0 0.0
Cl 3.699481 -2.264176 1.034958 -0.1 -0.1 0.0
H 0.620570 -3.301191 -6.234326 0.0 0.0 0.0
C -2.767520 0.437900 -3.716804 0.0 0.0 0.0
O 0.001918 0.224168 -2.423866 0.0 0.1 0.2
C 3.034457 -0.275245 -2.099447 -0.1 -0.1 0.1
H -4.374341 -2.202705 4.606399 0.0 0.0 0.0
H 0.658970 -3.921743 -0.981029 0.0 0.0 0.0
H 4.039738 0.007434 0.560880 0.0 0.0 0.0
H 4.538471 -0.425139 2.222655 0.0 0.0 0.0
S 0.768851 3.142551 -0.266520 -0.1 0.1 0.0
H -2.692898 0.704524 -4.773514 0.0 0.0 0.0
C 3.318003 0.995968 5.082193 -0.1 -0.1 0.0
H -1.945538 -0.870247 -1.406634 0.0 0.0 0.1
S -2.504263 1.803608 -0.034290 0.1 0.0 -0.1
C -2.272236 -2.636902 2.196480 -0.1 0.1 0.3
C -0.968041 -1.318316 -3.960276 0.0 0.1 0.1
H 3.961918 0.246136 -1.845947 0.0 0.0 -0.1

[7]
15
Properties=species:S:1:pos:R:3:forces:R:3 method="wB97M-V/def2-TZVPD" charge=0 orbital_gap_ev=9.858 smiles="O=C1N[C@H]2C=C[C@@H]1[C@@H]2Br" multiplicity=1
C -1.201974 0.516230 -0.544110 3.5 -2.1 -1.3
C 1.079884 0.993966 -0.002166 0.5 1.4 -0.2
H -0.225987 -1.327956 -1.793054 0.4 -0.5 0.5
C -0.145775 -0.437622 1.357155 -0.6 2.6 1.5
C 0.063410 -1.398913 0.520616 0.1 -4.2 0.1
H -0.126226 -0.459612 2.421437 0.0 -0.2 0.6
O 1.961298 1.753565 0.315941 0.3 0.3 0.2
H -1.258310 1.071190 -1.476452 0.2 0.4 0.3
H -0.471626 1.894281 1.179114 -0.2 -1.6 -0.5
Br -2.849269 -0.112372 -0.085076 -2.0 -0.5 0.4
H 2.035955 -0.136608 -1.555100 -2.2 0.6 1.8
H 0.232195 -2.493762 0.884646 -0.3 2.1 -1.1
C 0.073268 -0.845924 -0.862327 -3.2 1.9 -0.4
N 1.145799 0.058498 -0.963671 3.0 -0.7 -2.9
C -0.312647 0.925039 0.603044 0.5 0.5 1.1

| no. | energy (a.u.) | molar mass (u) | HOMO (eV) |
| --- | --- | --- | --- |
| 1 | -1444.587753 | 315.30 | -9.6 |
| 2 | -310.037402 | 92.14 | -8.8 |
| 3 | -195.212090 | 68.12 | -9.8 |
| 4 | -323.693719 | 103.17 | -18.9 |
| 5 | -5052.583804 | 896.97 | -11.4 |
| 6 | -5933.892596 | 958.94 | -3.8 |
| 7 | -2936.166909 | 188.02 | -9.2 |